[1]
C16H20N2OS in the gas phase. Source: OMol25; level of theory: wB97M-V/def2-TZVPD.

Calculated values
frontier orbital gap	9.086	eV
electronic energy	-32780.7554	eV
F_max	0.0115	hartree/bohr
energy above the lowest of the compared OMol25 structures with the same formula, charge and spin	0.000	eV
LUMO level	0.0249	Ha
SMILES string	Cc1nc(SCC(C)C)[nH]c(=O)c1Cc1ccccc1
spin multiplicity	1

The geometry in XYZ format:
```
40
C16H20N2OS (wB97M-V/def2-TZVPD)
C 0.53 1.84 -1.60
C 0.44 0.46 -1.02
C 1.48 -0.43 -1.00
C 1.29 -1.75 -0.43
O 2.10 -2.64 -0.37
N -0.01 -1.96 0.06
C -0.97 -1.01 -0.01
N -0.79 0.16 -0.52
S -2.53 -1.44 0.65
C -3.44 0.11 0.31
C -4.88 0.03 0.79
C -5.54 1.40 0.65
H -5.00 2.15 1.24
H -5.53 1.72 -0.39
H -6.56 1.36 1.00
C -5.66 -1.02 0.00
H -5.69 -0.76 -1.05
H -6.68 -1.09 0.37
H -5.19 -2.00 0.10
H -4.88 -0.26 1.85
H -2.89 0.90 0.81
H -3.39 0.28 -0.77
H -0.20 -2.86 0.47
C 2.86 -0.14 -1.51
C 3.83 -0.05 -0.35
C 4.98 -0.82 -0.32
C 5.86 -0.73 0.74
C 5.60 0.14 1.79
C 4.45 0.91 1.77
C 3.57 0.82 0.71
H 2.67 1.42 0.70
H 4.24 1.58 2.59
H 6.29 0.20 2.62
H 6.75 -1.34 0.76
H 5.18 -1.51 -1.13
H 3.17 -0.97 -2.15
H 2.88 0.78 -2.08
H 1.35 2.40 -1.15
H -0.40 2.36 -1.43
H 0.71 1.78 -2.68
```

natural (NBO) atomic charge list, values in e, 6 entries: -0.658, 0.265, -0.185, 0.643, -0.613, -0.592

***

[2]
A molecular structure, C3H13HgN2O at a distorted geometry. Source: OMol25; level of theory: wB97M-V/def2-TZVPD.

Calculated values
frontier orbital gap	3.402	eV
electronic energy	-12520.3392	eV
F_max	0.0606	hartree/bohr
energy above the lowest of the compared OMol25 structures with the same formula, charge and spin	0.000	eV
LUMO level	0.1196	Ha
spin multiplicity	1
charge	-1

The geometry in XYZ format:
```
20
C3H13HgN2O (wB97M-V/def2-TZVPD)
C -2.94 0.16 -0.73
Hg -1.64 1.52 -1.72
N 2.54 1.41 -0.62
H -0.08 2.54 -1.52
H 3.17 2.04 -0.15
H -0.44 2.54 -2.30
H -3.72 0.85 -1.09
H -3.08 0.10 0.32
H -2.95 -0.85 -1.07
H 3.03 0.71 -1.19
H 1.92 1.95 -1.20
C -0.03 -2.37 1.56
C 0.30 -1.15 0.71
N 1.19 -0.31 1.28
O -0.21 -0.91 -0.38
H 0.77 -2.65 2.26
H -0.25 -3.23 0.92
H -0.93 -2.17 2.16
H 1.61 0.41 0.68
H 1.75 -0.59 2.09
```

natural (NBO) atomic charge list, values in e, 6 entries: -1.225, 0.340, -1.118, -0.474, 0.352, -0.115

***

[3]
2 unconnected molecules or ions with the total composition C10H17N2O2 at a distorted geometry. Source: OMol25; level of theory: wB97M-V/def2-TZVPD.

Calculated values
frontier orbital gap (spin up / spin down)	4.691 / 7.245	eV
electronic energy	-17716.9687	eV
F_max	0.1250	hartree/bohr
expectation value of S²	2.01
energy above the lowest of the compared OMol25 structures with the same formula, charge and spin	0.000	eV
LUMO level (spin up / spin down)	0.1251 / 0.0661	Ha
spin multiplicity	3
charge	-1

The geometry in XYZ format:
```
31
C10H17N2O2 (wB97M-V/def2-TZVPD)
C -1.51 -0.64 -1.02
C 0.19 2.60 -1.83
C 1.13 -0.63 -2.73
C 1.16 -1.63 -0.41
C -1.08 -0.84 1.84
C -1.70 1.49 1.09
C 0.66 0.85 1.73
C 0.92 -0.40 -1.23
C -0.41 0.22 -0.95
C -0.64 0.45 1.16
N -2.42 -1.33 -1.22
N -0.69 1.39 -1.72
O -0.45 3.44 -2.50
O 1.32 2.51 -1.40
H 0.25 -1.14 -3.05
H 1.23 0.31 -3.25
H 1.97 -1.22 -3.01
H 0.43 -2.42 -0.60
H 2.00 -2.21 -0.96
H 1.21 -1.39 0.66
H -1.03 -1.66 1.14
H -2.16 -0.64 2.17
H -0.53 -1.06 2.78
H -1.45 2.46 0.72
H -2.62 1.14 0.62
H -1.85 1.78 2.09
H 0.95 1.68 1.30
H 1.27 -0.14 1.78
H 0.44 1.10 2.88
H 1.60 0.22 -0.83
H -1.63 1.64 -1.78
```

natural (NBO) atomic charge list, values in e, 6 entries: 0.249, 0.867, -0.592, -0.599, -0.711, -0.707

***

[4]
C4H6N2O in the gas phase. Source: OMol25; level of theory: wB97M-V/def2-TZVPD.

Calculated values
frontier orbital gap	9.822	eV
electronic energy	-9271.9414	eV
F_max	0.0142	hartree/bohr
energy above the lowest of the compared OMol25 structures with the same formula, charge and spin	1.560	eV
LUMO level	0.0252	Ha
SMILES string	N[C@@H]1C=CC(O)=N1
spin multiplicity	1

The geometry in XYZ format:
```
13
C4H6N2O (wB97M-V/def2-TZVPD)
N 0.81 -1.98 -0.65
C 0.39 -0.80 0.08
C -1.08 -0.46 0.06
C -1.16 0.87 0.11
C 0.23 1.36 -0.02
O 0.59 2.66 0.07
N 1.11 0.44 -0.18
H 1.00 -2.73 0.00
H 1.68 -1.77 -1.13
H -1.87 -1.20 0.09
H -2.05 1.49 0.21
H -0.21 3.19 0.19
H 0.65 -0.86 1.15
```

natural (NBO) atomic charge list, values in e, 6 entries: -0.834, 0.035, -0.128, -0.334, 0.502, -0.644

***

[5]
2 unconnected molecules or ions with the total composition C3H10NO3S. Source: OMol25; level of theory: wB97M-V/def2-TZVPD.

Calculated values
frontier orbital gap (spin up / spin down)	3.797 / 9.650	eV
electronic energy	-21738.1686	eV
F_max	0.0148	hartree/bohr
expectation value of S²	0.75
energy above the lowest of the compared OMol25 structures with the same formula, charge and spin	1.925	eV
LUMO level (spin up / spin down)	0.0185 / 0.0091	Ha
spin multiplicity	2

The geometry in XYZ format:
```
18
C3H10NO3S (wB97M-V/def2-TZVPD)
O 2.47 0.35 0.08
C 1.42 0.77 -0.32
O 1.23 1.89 -1.03
C 0.15 -0.02 -0.21
C 0.11 -1.03 -1.34
S -1.22 -2.24 -1.08
N 0.17 -0.67 1.15
H 2.10 2.31 -1.18
H -0.73 0.61 -0.25
H -0.08 -0.54 -2.30
H 1.07 -1.55 -1.43
H -1.33 -2.57 -2.39
H 0.31 0.09 1.84
H -0.73 -1.16 1.45
H 0.95 -1.32 1.21
H -1.81 2.38 2.32
H -2.45 1.17 1.57
O -1.62 1.53 1.91
```

natural (NBO) atomic charge list, values in e, 6 entries: -0.600, 0.738, -0.668, -0.233, -0.545, -0.074

***

[6]
C23H23NO4S in the gas phase at a distorted geometry. Source: OMol25; level of theory: wB97M-V/def2-TZVPD.

Calculated values
frontier orbital gap	7.516	eV
electronic energy	-44738.8856	eV
F_max	0.0195	hartree/bohr
energy above the lowest of the compared OMol25 structures with the same formula, charge and spin	1.519	eV
LUMO level	-0.0031	Ha
SMILES string	C[C@]1(OC(=O)C2CCCC2)C(=O)C=C2C=C(c3ccsc3)N(C3CC3)C=C2C1=O
spin multiplicity	1

The geometry in XYZ format:
```
52
C23H23NO4S (wB97M-V/def2-TZVPD)
C 4.24 -1.26 -2.26
H 4.71 -1.55 -1.33
H 4.78 -0.41 -2.68
H 4.26 -2.08 -2.97
C 2.80 -0.84 -2.00
C 2.70 0.41 -1.14
O 3.63 1.12 -0.85
C 1.28 0.75 -0.86
C 0.93 1.38 0.28
N -0.36 1.69 0.57
C -1.35 1.38 -0.34
C -1.03 0.81 -1.53
C 0.30 0.44 -1.87
C 0.66 -0.13 -3.07
C 1.98 -0.61 -3.32
O 2.45 -0.92 -4.39
H -0.05 -0.21 -3.87
H -1.83 0.58 -2.23
C -2.75 1.64 0.02
C -3.62 2.30 -0.80
S -5.20 2.39 -0.14
C -4.70 1.51 1.25
C -3.38 1.18 1.20
H -2.89 0.60 1.96
H -5.41 1.28 2.02
H -3.41 2.75 -1.75
C -0.65 2.38 1.80
C -1.36 3.70 1.76
C 0.09 3.64 2.10
H 0.40 3.82 3.12
H 0.80 4.00 1.36
H -2.08 3.91 2.54
H -1.64 4.09 0.79
H -0.85 1.71 2.63
H 1.67 1.63 1.03
O 2.05 -1.92 -1.40
C 1.99 -1.98 -0.07
O 2.55 -1.21 0.66
C 1.08 -3.11 0.38
H 1.58 -4.05 0.11
C -0.31 -3.00 -0.29
H -0.26 -2.42 -1.21
C -1.23 -2.35 0.75
C -0.33 -1.96 1.93
H 0.10 -0.97 1.77
C 0.80 -3.00 1.87
H 0.45 -3.95 2.27
H 1.68 -2.68 2.43
H -0.85 -1.97 2.88
H -1.99 -3.06 1.09
H -1.76 -1.49 0.34
H -0.67 -4.00 -0.55
```

natural (NBO) atomic charge list, values in e, 6 entries: -0.624, 0.223, 0.239, 0.234, 0.052, 0.602